#one
The following is a DFT calculation (wB97M-V/def2-TZVPD) of one molecule with the formula C2H3NS2.

Orbital gap (alpha / beta): 4.6 / 4.6 eV
Spin multiplicity: 1

XYZ file:
```
8
Properties=species:S:1:pos:R:3:mulliken_charge:R:1
C -0.8417 0.8738 0.2150 0.07
C -0.2804 -0.5669 -0.0384 -0.59
N -0.2696 1.9427 0.1439 -0.42
S 1.4671 -0.7192 0.6646 0.11
S 2.8459 -0.2015 -0.6351 -0.17
H -1.9804 0.8594 0.2984 0.32
H -0.8200 -1.4455 0.3758 0.34
H -0.1209 -0.7428 -1.0242 0.34
```

#two
The following is a DFT calculation (wB97M-V/def2-TZVPD) of one molecule with the formula C2H3NS2.

Orbital gap: 8.6 eV
SMILES string: C=NC(=S)S
Spin multiplicity: 1

XYZ file:
```
8
Properties=species:S:1:pos:R:3:mulliken_charge:R:1
C 1.2571 1.0284 0.0326 -0.10
C -0.7704 -0.2729 0.2271 0.30
N 0.4608 0.4185 0.8223 -0.45
S -1.9288 0.6222 -0.5513 -0.17
S -0.5976 -1.9790 0.5517 -0.17
H 2.1179 1.7148 0.2061 0.27
H 0.9109 0.9550 -1.0680 0.18
H -1.4500 -2.4871 -0.2205 0.14
```

If we sort the structures by their calculated energies, the order from most to least stable is #two, #one.